Below is C4H3CuLiMgO2 as an isolated structure, with properties calculated with ωB97M-V/def2-TZVPD.

Last column: Löwdin spin population.
Element x y z (Å)
C1 0.704154 1.154057 0.381012  0.08
O1 0.683905 -0.108472 0.653038  0.20
Mg1 -1.174052 1.706582 -1.662201  -0.13
Cu1 0.619445 -1.529728 2.256452  0.71
H1 1.282771 2.121595 0.971504  0.00
C2 -0.347699 1.938832 0.851311  0.02
C3 -1.181292 3.144584 0.624106  0.09
C4 -2.380426 3.096153 -0.015599  0.00
O2 -2.906916 2.029794 -0.754912  -0.02
Li1 -2.924029 1.196682 0.887916  0.03
H2 -0.778933 1.191655 1.554620  0.02
H3 -3.039919 3.975563 -0.057613  0.00

Force components x, y, z for each atom (eV/Å):
0.62 0.88 1.25
1.05 1.15 -0.59
0.46 0.23 1.14
-0.08 0.40 -0.31
1.30 -1.84 -1.52
-5.61 0.71 -0.79
1.15 -2.48 -0.16
0.56 1.26 0.20
0.52 -0.72 0.13
0.19 0.15 -0.05
-0.47 0.54 0.70
0.32 -0.27 0.01

Values from the calculation:
* HOMO energy (alpha / beta): -5.27 / -6.87 eV
* orbital gap (alpha / beta): 3.19 / 4.82 eV
* calculated total energy: -58572.785 eV
* maximum force: 5.7 eV Å⁻¹
* multiplicity: 2


Below is one molecule with the formula C4H3F3, with properties calculated with ωB97M-V/def2-TZVPD.

Last column: natural (NBO) charge in e.
Element x y z (Å)
C1 -0.103885 -0.064628 -0.000183  -0.06
C2 -0.829670 0.730595 0.761269  0.36
C3 0.243609 1.338244 0.047965  0.59
C4 0.237037 -1.409698 -0.466646  -0.69
F1 -1.834021 0.894912 1.564143  -0.26
F2 1.416104 1.701230 0.544154  -0.33
F3 0.058082 2.300649 -0.932432  -0.35
H1 0.966527 -1.627705 -1.325287  0.26
H2 -0.770367 -1.852695 -0.606975  0.24
H3 0.616585 -2.010902 0.413991  0.25

Force components x, y, z for each atom (eV/Å):
-0.11 0.30 -0.08
0.91 -0.15 -1.04
-0.60 1.06 -0.57
-0.06 -2.21 0.40
-0.43 -0.13 0.59
1.57 0.40 1.27
-0.51 -0.75 -0.29
-1.37 0.99 1.17
0.74 -0.28 -0.63
-0.15 0.76 -0.82

Values from the calculation:
* structure (SMILES): CC1=C(F)C1(F)F
* HOMO energy: -10.63 eV
* orbital gap: 11.22 eV
* calculated total energy: -12346.163 eV
* maximum force: 2.2 eV Å⁻¹


Below is one molecule with the formula C4H3F3, with properties calculated with ωB97M-V/def2-TZVPD.

Last column: natural (NBO) charge in e.
Element x y z (Å)
C1 -0.717774 1.669630 0.186801  -0.36
C2 0.239718 0.887381 -0.217903  -0.25
C3 0.129340 -0.560040 -0.430795  0.16
C4 0.074849 -1.638026 0.356762  0.72
F1 0.947342 -0.996270 -1.519619  -0.35
F2 0.879650 -2.798251 0.190626  -0.32
F3 -0.693811 -1.903007 1.361810  -0.27
H1 -0.356811 2.738312 0.105624  0.21
H2 -1.826059 1.492766 0.053332  0.22
H3 1.323556 1.107505 -0.086638  0.23

Force components x, y, z for each atom (eV/Å):
-1.39 3.20 -1.85
0.99 -2.49 1.08
2.39 -2.20 -1.28
1.23 -2.50 0.03
-0.61 1.23 0.63
-1.91 2.63 -0.33
-0.41 0.71 0.71
-0.95 -0.95 1.14
1.55 -0.07 0.53
-0.89 0.44 -0.65

Values from the calculation:
* structure (SMILES): C=CC(F)=C(F)F
* HOMO energy: -9.70 eV
* orbital gap: 10.38 eV
* calculated total energy: -12345.781 eV
* maximum force: 3.9 eV Å⁻¹


> Which value of calculated total energy does entry 1 give?

-58572.785 eV


What did the third record say?
Below is one molecule with the formula C4H3F3, with properties calculated with ωB97M-V/def2-TZVPD.

Last column: natural (NBO) charge in e.
Element x y z (Å)
C1 -0.717774 1.669630 0.186801  -0.36
C2 0.239718 0.887381 -0.217903  -0.25
C3 0.129340 -0.560040 -0.430795  0.16
C4 0.074849 -1.638026 0.356762  0.72
F1 0.947342 -0.996270 -1.519619  -0.35
F2 0.879650 -2.798251 0.190626  -0.32
F3 -0.693811 -1.903007 1.361810  -0.27
H1 -0.356811 2.738312 0.105624  0.21
H2 -1.826059 1.492766 0.053332  0.22
H3 1.323556 1.107505 -0.086638  0.23

Force components x, y, z for each atom (eV/Å):
-1.39 3.20 -1.85
0.99 -2.49 1.08
2.39 -2.20 -1.28
1.23 -2.50 0.03
-0.61 1.23 0.63
-1.91 2.63 -0.33
-0.41 0.71 0.71
-0.95 -0.95 1.14
1.55 -0.07 0.53
-0.89 0.44 -0.65

Values from the calculation:
* structure (SMILES): C=CC(F)=C(F)F
* HOMO energy: -9.70 eV
* orbital gap: 10.38 eV
* calculated total energy: -12345.781 eV
* maximum force: 3.9 eV Å⁻¹


> What is the formula in the first record?

C4H3CuLiMgO2